Computed, not measured: a gas-phase ion, C4H8N (charge +1) at a distorted geometry, with ωB97M-V/def2-TZVPD.

XYZ file:
```
13
Properties=species:S:1:pos:R:3
C 0.867 -0.173 -1.161
C -0.559 1.144 0.578
C 0.325 -1.374 -1.612
C -0.449 0.763 2.048
N 0.078 0.706 -0.357
H 1.844 0.180 -1.490
H -1.230 1.916 0.360
H -0.089 -1.232 -2.628
H -0.501 -1.758 -1.056
H 1.073 -2.138 -1.677
H -0.091 1.603 2.690
H -1.477 0.532 2.222
H 0.210 -0.169 2.082
```

## Properties
Energy relative to the best compared isomer or geometry (same formula, charge and spin) = 1.018 eV
LUMO level = -5.4 eV
Molecular weight = 70.1 g/mol
Net charge = +1

Löwdin population analysis, charges in e, atoms 1 to 4: 0.04, -0.12, -0.05, 0.01